Record 1
65
Properties=species:S:1:pos:R:3 method="wB97M-V/def2-TZVPD" e_homo_ev="-3.1 / -4.9" e_above_lowest_ev=0.000 total_energy_ha=-2768.59657 largest_force_ev_per_a=2.089 multiplicity=3 charge=-1 orbital_gap_ev="4.35 / 4.95"
Pd -1.536 -0.503 -0.210
O -4.712 -2.271 1.596
C -3.603 -1.964 1.166
O -3.255 -0.777 0.830
C -2.534 -3.029 1.039
C -2.735 -4.237 1.724
C -1.774 -5.209 1.667
C -0.637 -4.995 0.854
C 0.356 -5.970 0.674
C 1.409 -5.761 -0.184
C 1.512 -4.549 -0.872
C 0.576 -3.560 -0.699
C -0.520 -3.751 0.159
N -1.461 -2.779 0.293
H -3.665 -4.347 2.283
H -1.870 -6.142 2.220
H 0.261 -6.913 1.213
H 2.153 -6.542 -0.337
H 2.345 -4.396 -1.559
H 0.649 -2.613 -1.233
N 8.518 1.060 1.469
C 7.400 0.881 1.221
C 6.037 0.685 0.944
C 5.587 -0.483 0.318
C 4.240 -0.663 0.083
C 3.302 0.299 0.474
C 3.772 1.475 1.077
C 5.115 1.676 1.299
C 1.866 0.103 0.280
C 1.369 -0.087 -1.022
C 2.110 -0.067 -2.230
C 1.209 -0.255 -3.264
C -0.053 -0.371 -2.680
N 0.039 -0.256 -1.346
C 1.023 0.194 1.404
C 1.389 0.482 2.744
C 0.217 0.559 3.478
C -0.829 0.286 2.597
N -0.344 0.058 1.365
H 6.310 -1.242 0.020
H 3.889 -1.584 -0.387
H 3.051 2.252 1.345
H 5.472 2.608 1.737
H 3.174 0.100 -2.305
H 1.427 -0.291 -4.322
H -1.006 -0.545 -3.164
H 2.395 0.615 3.103
H 0.122 0.804 4.527
H -1.895 0.259 2.797
O -0.438 5.132 -2.053
S -1.562 4.515 -2.705
O -1.710 4.779 -4.112
N -1.612 2.876 -2.416
C -2.665 2.568 -1.727
S -3.129 0.981 -1.319
C -3.537 3.688 -1.315
C -4.659 3.659 -0.486
C -5.269 4.863 -0.170
C -4.795 6.068 -0.674
C -3.682 6.098 -1.506
C -3.071 4.900 -1.803
H -5.015 2.711 -0.092
H -6.134 4.880 0.502
H -5.292 7.000 -0.400
H -3.298 7.040 -1.908

---

Record 2
64
Properties=species:S:1:pos:R:3 method="wB97M-V/def2-TZVPD" e_homo_ev=-4.4 total_energy_ha=-4070.66133 largest_force_ev_per_a=0.511 charge=-1 orbital_gap_ev=6.77
Be 0.518 1.197 -0.896
C 0.389 -5.736 0.630
C 0.880 -4.734 1.453
C 0.469 -3.420 1.280
C -0.460 -3.085 0.295
C -0.905 -4.095 -0.561
C -0.492 -5.407 -0.392
P -1.004 -1.352 -0.012
C -2.834 -1.619 -0.148
C -3.547 -2.634 0.493
C -4.921 -2.736 0.342
C -5.605 -1.846 -0.475
C -4.904 -0.858 -1.147
C -3.531 -0.743 -0.979
C -0.911 -0.630 1.690
C -1.528 -1.295 2.725
C -1.539 -0.788 4.031
C -0.873 0.367 4.310
C -0.173 1.060 3.297
C 0.562 2.219 3.632
C 1.232 2.902 2.663
C 1.174 2.459 1.329
C 0.478 1.340 0.903
C -0.207 0.599 1.937
H 0.698 -6.763 0.777
H 1.581 -4.976 2.243
H 0.863 -2.645 1.923
H -1.593 -3.849 -1.361
H -0.860 -6.180 -1.055
H -3.038 -3.378 1.093
H -5.463 -3.519 0.861
H -6.679 -1.932 -0.589
H -5.427 -0.181 -1.812
H -2.976 0.020 -1.508
H -2.026 -2.236 2.540
H -2.079 -1.318 4.807
H -0.862 0.774 5.315
H 0.580 2.543 4.668
H 1.800 3.794 2.909
H 1.708 3.046 0.588
Cl -1.898 4.331 -5.868
C -0.889 3.800 -4.565
C 0.283 4.480 -4.281
Cl 0.742 5.867 -5.208
C 1.112 4.028 -3.242
Cl 2.576 4.865 -2.842
C 0.765 2.913 -2.498
O 1.457 2.393 -1.516
C -0.463 2.243 -2.757
O -0.699 1.245 -1.927
C -1.263 2.682 -3.797
Cl -2.750 1.857 -4.132
S 2.211 -0.723 -1.223
C 3.448 0.344 -0.836
N 3.755 0.550 0.475
C 4.673 1.442 0.914
C 5.389 2.178 0.028
C 5.140 1.994 -1.352
C 4.211 1.091 -1.771
H 3.133 0.094 1.131
H 4.791 1.520 1.984
H 6.115 2.899 0.373
H 5.678 2.594 -2.074
H 3.988 0.946 -2.816

---

Record 3
73
Properties=species:S:1:pos:R:3 method="wB97M-V/def2-TZVPD" e_homo_ev=-6.7 total_energy_ha=-3949.54887 largest_force_ev_per_a=0.435 charge=-1 orbital_gap_ev=8.03
Ca -0.143 0.183 -0.177
O -3.371 -4.786 -1.907
C -2.313 -5.373 -1.390
O -2.050 -6.534 -1.611
C -1.416 -4.532 -0.538
C -0.271 -5.003 0.073
Cl 0.448 -6.546 -0.010
N 0.327 -3.966 0.711
N -0.350 -2.821 0.501
C -1.414 -3.148 -0.207
C -2.409 -2.051 -0.530
O -3.445 -2.367 -1.145
O -2.088 -0.896 -0.160
C 1.448 -3.943 1.599
C 2.236 -2.803 1.637
C 3.308 -2.742 2.513
C 3.592 -3.809 3.353
C 2.771 -4.928 3.335
C 1.688 -4.996 2.473
H -3.439 -3.809 -1.616
H 1.983 -1.950 1.029
H 3.912 -1.843 2.542
H 4.432 -3.760 4.035
H 2.955 -5.751 4.015
H 1.026 -5.847 2.510
C 4.583 -0.142 -0.032
C 4.932 -1.172 -0.888
C 3.950 -1.774 -1.656
C 2.636 -1.331 -1.550
N 2.303 -0.338 -0.718
C 3.252 0.235 0.023
C 1.528 -1.930 -2.363
C 1.723 -3.043 -3.173
C 0.667 -3.511 -3.939
C -0.543 -2.843 -3.896
C -0.657 -1.754 -3.047
N 0.340 -1.325 -2.277
H 5.313 0.361 0.586
H 5.959 -1.508 -0.958
H 4.211 -2.578 -2.327
H 2.914 1.006 0.707
H 2.673 -3.555 -3.201
H 0.790 -4.390 -4.559
H -1.394 -3.165 -4.480
H -1.595 -1.218 -2.950
O -2.108 5.742 -1.955
C -2.167 5.712 -0.636
O -2.542 6.663 0.016
C -1.722 4.461 0.032
C -1.724 4.300 1.406
N -1.271 3.068 1.666
N -0.966 2.411 0.547
C -1.225 3.232 -0.458
C -0.877 2.761 -1.854
O -1.232 3.478 -2.807
O -0.234 1.678 -1.909
H -1.734 4.877 -2.327
H -2.012 4.987 2.184
H -1.036 2.597 2.550
Cl -0.972 -5.334 5.079
C -0.727 -3.690 4.534
C 0.417 -3.015 4.922
C 0.625 -1.727 4.453
C -0.297 -1.119 3.609
C -1.448 -1.808 3.250
C -1.669 -3.099 3.709
C 0.001 0.248 3.033
O -0.406 1.256 3.633
O 0.671 0.229 1.951
H 1.139 -3.497 5.568
H 1.530 -1.198 4.733
H -2.163 -1.349 2.578
H -2.552 -3.652 3.417